1.
Entry from OMol25: a cluster of 2 separate species, C4H11N3O2 in total (wB97M-V/def2-TZVPD).

Structure (XYZ):
```
20
Properties=species:S:1:pos:R:3:forces:R:3:lowdin_charge:R:1
C 0.161 -2.626 -2.741 -2.405 0.015 -0.965 0.01
C 0.157 -1.350 -1.966 3.608 1.233 1.901 -0.50
O -0.598 -0.562 -1.484 -1.867 -0.693 -0.839 0.09
O 1.521 -1.058 -1.706 -0.292 0.254 -0.353 0.01
H 0.957 -2.514 -3.463 0.180 -0.361 -0.133 0.09
H -0.819 -2.764 -3.266 0.809 0.366 0.278 0.11
H 0.243 -3.543 -2.161 0.483 0.337 0.405 0.10
C 0.487 0.116 2.590 2.024 1.044 -1.011 -0.11
C -0.775 1.788 1.237 -1.639 0.399 -0.480 -0.56
N -0.438 2.216 -0.085 -0.942 -0.824 -0.484 0.07
N -0.382 0.448 1.427 1.831 -0.755 -0.264 -0.05
N -1.549 2.550 1.947 1.958 -0.053 -0.117 0.10
H -0.746 3.178 -0.243 -0.136 -0.562 0.141 0.08
H -0.852 1.556 -0.803 0.829 1.084 1.068 0.08
H 0.140 0.083 0.573 -1.245 0.953 1.422 0.09
H -1.601 2.427 2.967 -0.008 -0.758 -0.707 0.03
H 1.611 -0.145 -1.324 -0.495 -1.143 -0.414 0.12
H 0.099 0.532 3.534 -0.070 -0.978 -0.341 0.07
H 1.521 0.599 2.466 -1.263 0.096 0.150 0.08
H 0.862 -0.930 2.501 -1.360 0.346 0.741 0.08
```
Positions in Å, forces in eV/Å.

Values from the calculation:
* HOMO: -0.326 Ha
* SMILES string: [H]/N=C(/N)NC.CC(=O)O
* HOMO-LUMO gap: 9.421 eV
* DFT total energy: -473.736301 Eh
* 2S+1: 1
* ΔE to the lowest compared entry with this formula, charge and spin: 174.5 kJ/mol



2.
Entry from OMol25: a cluster of 2 separate species, C4H11N3O2 in total (wB97M-V/def2-TZVPD).

Structure (XYZ):
```
20
Properties=species:S:1:pos:R:3:forces:R:3:lowdin_charge:R:1
C -2.850 0.696 0.924 0.774 0.315 -0.891 0.01
C -1.667 -0.083 1.495 0.850 4.395 0.911 -0.56
O -0.806 0.876 2.007 1.736 -0.925 -0.266 -0.02
O -1.451 -1.234 1.607 -0.489 -2.167 -0.217 0.08
H -2.842 0.647 -0.183 0.420 -0.049 0.438 0.09
H -2.791 1.778 1.194 -0.142 -1.149 0.005 0.10
H -3.769 0.228 1.170 -0.933 -0.288 0.615 0.06
C 1.466 1.554 -0.776 1.561 -2.378 1.414 -0.13
C 1.194 -0.853 -0.622 -2.046 2.548 1.044 -0.43
N 0.878 0.357 -0.109 1.485 -2.867 -1.393 -0.03
N 0.569 -1.999 -0.052 1.936 4.921 0.707 0.15
N 1.969 -1.036 -1.764 -0.827 -2.262 1.730 0.13
H 0.200 0.597 1.957 -2.892 0.211 -0.253 0.15
H 2.461 1.869 -0.297 -1.555 -0.164 -0.694 0.10
H 0.695 2.239 -0.743 -1.144 2.131 0.633 0.03
H -0.092 -1.895 0.698 0.085 0.528 0.120 0.04
H 0.556 -2.833 -0.466 0.256 -3.612 -2.331 0.03
H 2.308 -0.374 -2.400 0.211 1.229 -0.171 0.06
H 2.392 -1.940 -1.817 0.109 -0.203 -0.317 0.09
H 1.578 1.408 -1.824 0.604 -0.214 -1.085 0.03
```
Positions in Å, forces in eV/Å.

Values from the calculation:
* HOMO: -0.307 Ha
* SMILES string: CN=C(N)N.CC(=O)O
* HOMO-LUMO gap: 9.200 eV
* DFT total energy: -473.742862 Eh
* 2S+1: 1
* ΔE to the lowest compared entry with this formula, charge and spin: 157.3 kJ/mol



3.
Entry from OMol25: a cluster of 2 separate species, C4H11N3O2 in total (wB97M-V/def2-TZVPD).

Structure (XYZ):
```
20
Properties=species:S:1:pos:R:3:forces:R:3:lowdin_charge:R:1
C -0.193 3.017 0.569 -0.766 1.207 -0.548 -0.11
C 0.810 1.246 -0.710 0.130 0.103 -0.764 -0.55
N 2.030 0.791 -0.265 0.000 0.344 0.041 0.14
N 0.589 2.640 -0.613 0.097 -0.357 0.377 -0.04
N -0.009 0.420 -1.220 -0.347 -0.582 0.140 0.13
H 2.823 1.405 -0.384 -0.068 -0.138 0.160 0.10
H 2.205 -0.183 -0.440 0.118 -0.094 -0.075 0.10
H 1.484 3.103 -0.577 0.112 0.197 0.069 0.10
H -0.914 0.799 -1.483 0.318 0.341 0.068 0.07
H 0.194 -1.497 -1.107 -1.290 0.459 0.968 0.07
H -1.249 2.787 0.413 0.152 -0.695 0.199 0.08
H -0.264 4.112 0.591 0.490 -0.111 0.137 0.08
H 0.197 2.660 1.520 -0.072 -0.220 0.027 0.08
C -2.154 -1.803 0.482 -0.493 -0.206 -0.398 0.00
C -0.738 -2.270 0.609 0.359 1.529 -0.052 -0.61
O -0.025 -2.258 -0.517 1.316 -1.301 -1.004 0.03
O -0.242 -2.618 1.645 -0.227 -0.386 0.082 0.10
H -2.567 -1.633 1.464 -0.184 0.118 0.128 0.08
H -2.725 -2.571 -0.030 -0.128 -0.472 0.155 0.08
H -2.307 -0.960 -0.193 0.482 0.263 0.290 0.07
```
Positions in Å, forces in eV/Å.

Values from the calculation:
* HOMO: -0.361 Ha
* SMILES string: [H]/N=C(/N)NC.CC(=O)O
* HOMO-LUMO gap: 10.403 eV
* DFT total energy: -473.759614 Eh
* 2S+1: 1
* ΔE to the lowest compared entry with this formula, charge and spin: 113.3 kJ/mol



4.
Entry from OMol25: an isolated molecule of C4H11N3O2 (wB97M-V/def2-TZVPD).

Structure (XYZ):
```
20
Properties=species:S:1:pos:R:3:forces:R:3:lowdin_charge:R:1
N 1.295 -0.388 1.663 0.164 0.551 -0.828 0.06
C 1.287 -0.453 0.182 -0.488 -0.790 -0.264 -0.64
N 1.570 0.845 -0.503 -0.168 -0.123 0.469 0.04
N 2.392 -1.396 -0.230 -1.007 1.111 -0.090 0.05
C -0.174 -0.997 -0.258 -0.615 -0.330 0.314 -0.09
C -1.221 0.212 -0.340 1.073 0.407 0.007 -0.20
O -2.601 -0.193 -0.051 -0.225 2.304 0.487 -0.11
C -3.352 1.028 0.063 -1.227 1.302 -3.707 -0.25
O -3.811 1.591 -0.958 1.735 -2.250 3.836 0.04
H 2.185 -0.688 2.071 -0.505 0.434 -0.411 0.07
H 0.971 0.515 2.028 0.445 -0.580 -0.176 0.07
H 1.113 1.646 -0.047 0.149 -0.557 -0.534 0.07
H 1.307 0.780 -1.501 0.107 0.244 0.913 0.08
H 3.219 -0.766 -0.276 -0.680 -0.754 -0.125 0.08
H 2.191 -1.710 -1.193 0.291 0.222 0.711 0.07
H -0.581 -1.756 0.503 0.844 1.153 -1.091 0.13
H -0.120 -1.525 -1.267 -0.093 0.761 1.174 0.11
H -1.168 0.670 -1.384 -0.271 -0.448 1.393 0.13
H -0.959 1.035 0.428 -0.167 -1.251 -1.118 0.12
H -3.544 1.550 1.069 0.638 -1.407 -0.962 0.16
```
Positions in Å, forces in eV/Å.

Values from the calculation:
* HOMO: -0.350 Ha
* SMILES string: NC(N)(N)CCOC=O
* HOMO-LUMO gap: 10.149 eV
* DFT total energy: -473.703718 Eh
* 2S+1: 1
* ΔE to the lowest compared entry with this formula, charge and spin: 260.0 kJ/mol



5.
Entry from OMol25: a cluster of 2 separate species, C4H11N3O2 in total (wB97M-V/def2-TZVPD).

Structure (XYZ):
```
20
Properties=species:S:1:pos:R:3:forces:R:3:lowdin_spin:R:1
C -0.764 1.023 -1.985 0.953 0.128 -1.530 0.09
C -1.971 0.635 0.030 -2.814 -0.368 2.374 0.07
N -1.851 0.151 1.351 1.239 0.073 -3.041 0.27
N -0.885 0.845 -0.599 0.922 1.554 -0.178 0.48
N -3.274 0.865 -0.413 1.597 0.281 -0.675 0.01
H -2.412 -0.689 1.417 -0.173 -0.153 1.066 0.01
H -0.846 0.050 1.539 -0.158 -0.684 0.432 0.00
H 2.077 1.031 0.996 0.039 -0.760 -0.145 0.00
H -3.555 1.843 -0.418 -0.114 -0.331 -0.273 0.00
H -3.938 0.220 -0.041 -0.615 0.065 0.525 0.00
H -1.620 1.364 -2.567 -0.882 -0.625 0.520 0.02
H -0.400 0.068 -2.409 -0.225 0.106 -0.015 0.04
H -0.017 1.763 -2.285 0.444 -0.211 0.777 0.00
C 3.051 -1.745 -0.258 -1.161 -1.605 -0.836 0.00
C 2.056 -0.895 0.502 2.051 1.338 0.163 0.00
O 1.010 -1.153 1.028 -0.530 -0.331 -0.151 0.00
O 2.604 0.354 0.523 -0.440 0.380 0.136 0.00
H 3.601 -2.511 0.283 -0.122 0.317 0.846 0.00
H 3.781 -1.192 -0.833 -0.199 0.380 0.047 0.00
H 2.457 -2.397 -0.926 0.188 0.445 -0.042 0.00
```
Positions in Å, forces in eV/Å.

Values from the calculation:
* HOMO (spin up / spin down): -0.521 / -0.520 Ha
* ⟨S²⟩: 0.766
* HOMO-LUMO gap (spin up / spin down): 10.596 / 6.078 eV
* DFT total energy: -473.447886 Eh
* 2S+1: 2
* net charge: +1
* ΔE to the lowest compared entry with this formula, charge and spin: 185.2 kJ/mol



6.
Entry from OMol25: a cluster of 2 separate species, C4H11N3O2 in total (wB97M-V/def2-TZVPD).

Structure (XYZ):
```
20
Properties=species:S:1:pos:R:3:forces:R:3:lowdin_spin:R:1
C 3.842 -1.567 -0.343 0.905 -1.061 0.190 0.01
C 1.603 -0.576 -0.350 1.006 -2.674 1.243 0.07
N 0.897 0.534 -0.382 -1.363 1.015 -0.581 0.64
N 2.733 -0.895 -1.000 -0.460 1.272 0.583 0.06
N 1.141 -1.481 0.555 0.466 0.163 0.315 0.20
H 1.308 1.368 -0.806 0.242 -0.305 -0.193 0.02
H -1.388 -0.265 0.240 -0.807 0.558 0.195 0.00
H 2.930 -0.321 -1.804 0.315 0.159 0.030 0.00
H 1.756 -2.169 0.978 0.023 -0.128 -0.577 0.00
H 0.280 -1.394 1.085 0.055 0.689 -0.236 0.00
H 4.779 -1.164 -0.713 -0.053 -0.060 -0.376 0.00
H 3.844 -2.649 -0.476 -0.098 0.013 -0.433 0.00
H 3.933 -1.443 0.740 -0.717 0.550 -0.010 0.00
C -1.838 2.123 0.539 0.106 -0.055 0.305 0.00
C -2.867 1.022 0.359 1.213 0.539 -0.392 0.00
O -2.349 -0.244 0.414 0.364 -0.772 -0.052 0.00
O -3.997 1.205 0.069 -0.710 -0.157 0.299 0.00
H -1.809 2.561 1.539 -0.407 -0.272 0.126 0.00
H -2.141 2.931 -0.124 0.415 -0.047 -0.162 0.00
H -0.828 1.716 0.385 -0.497 0.574 -0.275 0.00
```
Positions in Å, forces in eV/Å.

Values from the calculation:
* HOMO (spin up / spin down): -0.481 / -0.480 Ha
* ⟨S²⟩: 0.763
* HOMO-LUMO gap (spin up / spin down): 9.183 / 4.477 eV
* DFT total energy: -473.432338 Eh
* 2S+1: 2
* net charge: +1
* ΔE to the lowest compared entry with this formula, charge and spin: 226.0 kJ/mol



> What is the formula in the fifth record?

C4H11N3O2



> The lowest ΔE to the lowest compared entry with this formula, charge and spin belongs to which entry?

number 3



> Number 2 is which compound?

C4H11N3O2